Formula: C6H11NOP2
Source: the OMol25 dataset
Level of theory: wB97M-V/def2-TZVPD

Each line ends with the Löwdin charge.
Cartesian coordinates (Å):
H 1.89603 1.20063 0.50107  0.13
H 1.38151 0.05964 -1.47055  0.10
H 1.19009 -1.65924 -1.61188  0.11
H 2.67366 -1.54336 0.09478  0.14
H 0.70671 1.37592 2.50925  0.13
H 1.01418 -1.60569 0.89006  0.09
C 1.76775 0.25499 1.08402  -0.23
C 0.41374 0.46884 1.84632  -0.20
C -1.18834 0.14596 -0.22638  -0.44
H 0.11973 -0.40069 2.41500  0.10
H 2.45601 0.04284 1.91859  0.11
C 1.66957 -1.01386 0.30984  -0.23
C 0.94631 -0.77673 -0.99581  -0.21
N -0.52216 -0.56697 -1.01811  0.04
H -1.54181 1.38030 1.63623  0.13
O -2.54119 0.39099 -0.40301  -0.55
C -0.71516 1.04130 0.94651  -0.11
H -0.36610 1.94615 0.38976  0.13
P -3.52757 0.56118 -1.71412  0.55
P -2.53553 -0.75255 -2.95078  0.44
H -3.29743 -0.54966 -4.15080  -0.23

Atomic forces in eV per Å
H 0.721 -0.889 0.434
H 0.539 1.057 -0.782
H -0.617 0.404 -0.149
H -1.576 0.850 0.420
H -0.916 -1.690 -0.383
H -0.207 -1.496 0.670
C -1.116 0.046 1.808
C 1.258 3.311 -0.644
C 0.316 0.728 0.788
H -0.133 -0.097 0.243
H 0.420 0.886 -0.537
C 1.055 0.186 -1.405
C -0.759 -1.425 -0.313
N 0.160 -0.101 0.479
H 0.522 -0.545 -1.151
O 0.105 0.148 0.614
C -0.105 -0.299 0.201
H -0.023 -0.394 0.663
P 1.190 -1.255 -1.073
P -0.479 0.239 -0.265
H -0.356 0.337 0.382

Results
LUMO level ... -0.3 eV
Strongest force on any atom ... 0.070 Eh/bohr
E_HOMO ... -8.43 eV
Calculated total energy ... -1047.857469 a.u.
Relative energy (zero: lowest compared OMol25 entry of this formula, charge and spin) ... 9.0 kcal per mole